1) The following is a quantum chemistry calculation of the molecule C8H17N3O3, from the OMol25 dataset.

Structure (XYZ):
```
31
C8H17N3O3 | the OMol25 dataset | ωB97M-V with the def2-TZVPD basis set
O 3.9165 4.3300 -1.0588
O 0.4557 0.6566 -1.4857
O 3.4322 3.4053 1.0190
N 1.6755 1.6344 0.1015
N 0.8407 -0.0560 1.9847
N -2.9378 -3.1482 0.1455
C -1.4656 -1.9316 -1.2369
C 0.8421 0.6760 -0.3491
C -2.0171 -0.5977 -0.6784
C 0.1992 -0.3480 0.6848
C 3.2434 3.4945 -0.1614
C -1.6069 -3.0409 -0.2580
C -1.3870 -0.2829 0.6873
C 2.0076 2.7046 -0.7186
H 2.2861 2.4968 -1.9055
H -1.2271 -3.9609 -0.7552
H 4.6639 4.7769 -0.5618
H 0.5390 0.9167 2.2606
H -2.8964 -2.5242 1.0951
H 2.2737 1.5494 0.8856
H -0.3581 -1.8646 -1.3720
H -3.1077 -0.6723 -0.6828
H -1.7847 0.2288 -1.4067
H -1.9312 -2.1252 -2.2654
H -0.9276 -3.0363 0.6820
H -1.8530 -1.0121 1.4038
H 0.5756 -1.3704 0.4505
H 0.3338 -0.7235 2.8116
H 1.1107 3.3841 -0.8800
H -3.1029 -4.1620 0.5405
H -1.7924 0.6027 1.0238
```

Summary:
SMILES string: NCCCC[C@H](N)C(=O)NCC(=O)O
HOMO in Eh: -0.345

Let us look at the natural (NBO) charges, expressed in e, one per atom: number 1, O, carries -0.69; number 2, O, carries -0.61; number 3, O, carries -0.59; number 4, N, carries -0.65; number 5, N, carries -0.84; number 6, N, carries -0.82; number 7, C, carries -0.41; number 8, C, carries 0.68; number 9, C, carries -0.42; number 10, C, carries -0.13; number 11, C, carries 0.80; number 12, C, carries -0.23; number 13, C, carries -0.41; number 14, C, carries -0.32; number 15, H, carries 0.23; number 16, H, carries 0.19; number 17, H, carries 0.50; number 18, H, carries 0.35; number 19, H, carries 0.34; number 20, H, carries 0.44; number 21, H, carries 0.21; number 22, H, carries 0.22; number 23, H, carries 0.23; number 24, H, carries 0.22; number 25, H, carries 0.15; number 26, H, carries 0.18; number 27, H, carries 0.22; number 28, H, carries 0.36; number 29, H, carries 0.23; number 30, H, carries 0.36; number 31, H, carries 0.21

***

2) The following is a quantum chemistry calculation of the molecule C8H17N3O3, from the OMol25 dataset.

Structure (XYZ):
```
31
C8H17N3O3 | the OMol25 dataset | ωB97M-V with the def2-TZVPD basis set
O 0.4636 -3.1920 -1.0331
O -1.1703 -0.6615 3.3498
O -2.3481 -1.7217 1.7778
N -0.2981 -1.3780 0.0544
N -1.4301 2.7395 -2.4782
N 2.4030 -0.9594 1.2357
C -1.1231 1.3496 -2.3414
C 0.6521 -2.3046 -0.2335
C -0.6945 1.0654 0.8068
C -0.4207 -0.4048 1.1355
C -1.4021 -0.9719 2.0821
C 0.1588 1.0761 -1.6566
C 0.2790 1.5873 -0.2081
C 2.0833 -2.2217 0.5392
H -1.8529 -1.0327 3.9022
H -0.7859 1.6561 1.7494
H 0.4735 -0.3490 1.7615
H -1.7219 1.0994 0.4180
H -0.6176 3.1796 -2.9296
H 2.7815 -2.5269 -0.3395
H 0.4260 -0.0076 -1.7887
H 3.0976 -0.9917 1.9318
H 1.8395 -3.1175 1.1894
H 2.6747 -0.3499 0.4729
H -2.0261 0.8642 -1.8409
H 1.3271 1.3048 0.1616
H 1.0358 1.5103 -2.2398
H -1.2001 0.6904 -3.3009
H -1.1636 -1.8009 -0.2933
H -1.6318 3.1707 -1.5585
H 0.1910 2.6983 -0.3261
```

Summary:
SMILES string: NCCCC[C@H](NC(=O)CN)C(=O)O
HOMO in Eh: -0.341

Let us look at the natural (NBO) charges, expressed in e, one per atom: number 1, O, carries -0.62; number 2, O, carries -0.67; number 3, O, carries -0.62; number 4, N, carries -0.63; number 5, N, carries -0.83; number 6, N, carries -0.85; number 7, C, carries -0.24; number 8, C, carries 0.69; number 9, C, carries -0.40; number 10, C, carries -0.19; number 11, C, carries 0.79; number 12, C, carries -0.43; number 13, C, carries -0.41; number 14, C, carries -0.34; number 15, H, carries 0.50; number 16, H, carries 0.23; number 17, H, carries 0.29; number 18, H, carries 0.20; number 19, H, carries 0.35; number 20, H, carries 0.21; number 21, H, carries 0.22; number 22, H, carries 0.38; number 23, H, carries 0.23; number 24, H, carries 0.36; number 25, H, carries 0.19; number 26, H, carries 0.20; number 27, H, carries 0.20; number 28, H, carries 0.20; number 29, H, carries 0.43; number 30, H, carries 0.36; number 31, H, carries 0.21

***

Name the least stable of them. 1).

***

1) The following is a quantum chemistry calculation of a cluster of 2 separate species, C2H6N3O in total, from the OMol25 dataset.

Structure (XYZ):
```
12
C2H6N3O | the OMol25 dataset | ωB97M-V with the def2-TZVPD basis set
O -1.6550 -0.9932 0.3045
N 1.4494 0.2391 -0.5612
N 1.2236 -1.2372 -0.3048
N -2.9271 0.9250 -0.0464
C 1.4724 1.1237 0.3368
C -2.3016 -0.0626 0.0781
H -3.8918 1.3549 -0.0257
H 1.5379 -1.6915 0.5657
H 1.3796 1.0537 1.4301
H 1.7522 2.0858 -0.1544
H 0.1900 -1.2724 -0.4659
H 1.7705 -1.5253 -1.1567
```

Summary:
Multiplicity: 3
Net charge: +1
HOMO (spin up / spin down) in Eh: -0.410 / -0.548

Let us look at the natural (NBO) charges, expressed in e, one per atom: number 1, O, carries -0.61; number 2, N, carries 0.01; number 3, N, carries -0.59; number 4, N, carries -0.72; number 5, C, carries -0.43; number 6, C, carries 0.87; number 7, H, carries 0.48; number 8, H, carries 0.46; number 9, H, carries 0.30; number 10, H, carries 0.29; number 11, H, carries 0.49; number 12, H, carries 0.47

***

2) The following is a quantum chemistry calculation of the ion C2H6N3O with charge +1, from the OMol25 dataset.

Structure (XYZ):
```
12
C2H6N3O | the OMol25 dataset | ωB97M-V with the def2-TZVPD basis set
O -1.0826 1.4672 -0.1778
N 0.1497 -0.4424 -0.6937
N 1.3675 0.0353 -0.4220
N -1.9015 -0.5656 0.4072
C -1.0290 0.2726 -0.1713
C 1.6832 0.7106 0.6065
H -2.8782 -0.3288 0.5140
H 0.8370 0.9009 1.3673
H 0.2123 -1.1245 -1.4235
H 2.6249 1.0058 0.8682
H 1.9276 -0.3493 -1.1749
H -1.9109 -1.5818 0.3001
```

Summary:
Multiplicity: 3
Net charge: +1
HOMO (spin up / spin down) in Eh: -0.434 / -0.582

Let us look at the natural (NBO) charges, expressed in e, one per atom: number 1, O, carries -0.46; number 2, N, carries -0.17; number 3, N, carries -0.29; number 4, N, carries -0.79; number 5, C, carries 0.73; number 6, C, carries -0.18; number 7, H, carries 0.44; number 8, H, carries 0.22; number 9, H, carries 0.43; number 10, H, carries 0.23; number 11, H, carries 0.42; number 12, H, carries 0.42

***

3) The following is a quantum chemistry calculation of the ion C2H6N3O with charge +1, from the OMol25 dataset.

Structure (XYZ):
```
12
C2H6N3O | the OMol25 dataset | ωB97M-V with the def2-TZVPD basis set
O 1.1481 -0.5008 -0.0686
N 0.2179 -0.5514 0.8652
N -0.9756 -1.3636 0.3517
N 0.3268 1.6442 -0.3034
C 1.2089 0.7376 -0.8709
C -0.3533 1.3535 0.6432
H -0.7198 -2.3558 0.4539
H -1.2255 -1.2005 -0.6382
H -1.0595 1.7724 1.3159
H -1.7694 -1.1615 0.9717
H 2.2396 1.0941 -0.8037
H 0.9617 0.5317 -1.9169
```

Summary:
Multiplicity: 3
Net charge: +1
HOMO (spin up / spin down) in Eh: -0.352 / -0.573

Let us look at the natural (NBO) charges, expressed in e, one per atom: number 1, O, carries -0.33; number 2, N, carries 0.26; number 3, N, carries -0.63; number 4, N, carries -0.41; number 5, C, carries 0.07; number 6, C, carries -0.02; number 7, H, carries 0.44; number 8, H, carries 0.45; number 9, H, carries 0.26; number 10, H, carries 0.45; number 11, H, carries 0.23; number 12, H, carries 0.21

***

Name the least stable of them. 3).